DFT (ωB97M-V/def2-TZVPD) results for C5H8N2S in the gas phase at a distorted geometry.

Properties
lowest unoccupied orbital energy = 0.6 eV
total charge = 0
SMILES = [H]/N=C(\NS)C(=C)C=C
relative energy (zero: lowest compared OMol25 entry of this formula, charge and spin) = 54.4 kcal per mole

Each line ends with the natural charge from an NBO analysis.
CARTESIAN COORDINATES (ANGSTROEM)
H1 1.1664 2.7105 -0.6443  0.32
N1 0.2192 2.3434 -0.3532  -0.66
C1 0.2857 1.0838 -0.2187  0.41
N2 1.4060 0.3123 -0.4182  -0.79
S1 1.8581 -1.0533 0.4815  0.22
C2 -1.0105 0.3899 0.1175  -0.14
C3 -1.8682 1.0486 0.8677  -0.30
C4 -1.2545 -0.8388 -0.6332  -0.22
C5 -2.1020 -1.8080 -0.2479  -0.37
H2 2.1607 0.7344 -0.9521  0.40
H3 1.5665 -1.9760 -0.4446  0.10
H4 -1.5719 1.9750 1.3811  0.22
H5 -2.8848 0.7436 0.9223  0.19
H6 -0.7613 -0.9165 -1.6445  0.21
H7 -2.6911 -1.6529 0.7010  0.20
H8 -2.3925 -2.6086 -0.9348  0.21

Atoms 1-6, force components in eV/Å:
H -1.098 -0.252 0.564
N 1.666 0.799 -1.014
C -1.082 -0.035 0.866
N 1.043 -0.328 -0.574
S -0.235 0.286 -0.107
C 1.462 0.152 -0.577